# 1
This record from OMol25 describes C2HFLi2O2Rb as an isolated structure in a non-equilibrium geometry. The level of theory is ωB97M-V/def2-TZVPD.

DFT total energy = -366.14053 Eh
charge = +1
relative energy (zero: lowest compared OMol25 entry of this formula, charge and spin) = 0.0781 eV
gap between HOMO and LUMO = 4.50 eV

Atoms and positions in Å:
O  -1.254  -1.293  2.237
Li  -2.582  -1.453  3.779
Rb  2.226  1.400  -1.955
C  0.916  -2.202  1.387
O  1.579  -1.530  0.483
C  -0.326  -1.933  1.824
H  1.403  -3.004  1.969
Li  -4.047  -1.813  6.745
F  -3.658  -1.716  5.099

Cartesian forces (eV/Å) of the 2 atoms listed first:
-1.632 0.193 1.653
0.367 0.042 -0.685

Löwdin atomic charge list, values in e, 4 entries: O -0.080; Li 0.784; Rb 0.946; C -0.420

---

# 2
This record from OMol25 describes a 4-piece molecular cluster, C24H31F24N2O4P overall in a non-equilibrium geometry. The level of theory is ωB97M-V/def2-TZVPD.

DFT total energy = -4081.71004 Eh
SMILES string = FC(F)C(F)(F)COC(F)(F)C(F)F.FC(F)C(F)(F)COC(F)(F)C(F)F.FC(F)C(F)(F)COC(F)(F)C(F)F.[H]/N=C(/C)CPCCCCNC(C)=O
charge = 0
gap between HOMO and LUMO = 9.17 eV

Atoms and positions in Å:
C  2.490  -3.410  3.720
H  -1.453  1.195  4.475
H  -2.743  -1.962  3.687
C  1.853  -0.853  3.607
F  0.735  5.182  -3.300
H  1.446  -3.725  3.800
C  0.513  -7.403  -0.731
C  -2.297  1.288  3.808
H  0.147  3.087  -5.780
H  -1.310  2.252  -2.020
C  0.637  -7.785  -2.212
H  -1.759  3.547  -0.906
F  0.784  -4.113  -1.810
F  -2.114  6.078  -2.989
C  4.264  -0.029  6.088
C  2.596  -2.058  3.007
C  0.441  5.992  -5.510
F  1.163  -6.778  -2.931
H  1.249  -5.445  0.999
H  -0.053  0.098  -3.067
O  0.038  -1.078  0.009
H  -4.882  0.568  3.177
F  -1.302  3.623  -4.521
C  -3.673  1.811  0.543
P  -4.090  0.065  0.930
C  0.012  3.485  -4.771
F  2.072  -0.946  6.316
O  2.579  0.109  4.370
C  2.065  -5.841  0.395
H  1.309  -3.087  -0.183
F  3.342  -5.324  -1.531
H  -1.519  -0.541  -2.308
H  0.116  5.658  -6.496
H  -4.557  -1.120  2.926
C  -1.663  2.473  -1.019
F  2.071  4.471  -4.880
F  3.163  -4.343  3.001
O  -0.378  7.048  -5.019
H  0.938  -1.159  4.110
H  -3.048  1.931  4.254
C  -2.425  7.154  -3.736
C  -2.869  -0.061  3.521
F  4.845  -1.116  5.549
H  1.269  -8.669  -2.314
C  -0.597  1.968  -0.031
F  3.893  -1.747  2.792
O  1.729  -7.103  -0.173
H  2.866  -6.088  1.087
C  -0.434  -0.565  -2.301
H  -0.136  -1.584  -2.510
C  -1.750  7.089  -5.115
F  2.334  1.211  6.249
F  3.600  -4.117  0.273
H  1.543  -0.288  2.729
F  -2.256  6.099  -5.874
C  1.762  -3.636  -1.008
C  -4.157  -0.125  2.763
F  3.035  -3.368  4.948
N  -2.247  -1.106  3.942
C  2.774  0.040  5.725
F  0.503  2.589  -3.878
C  -3.068  1.868  -0.883
F  -2.067  8.256  -5.721
H  -1.966  1.750  2.887
H  -3.062  0.868  -1.310
H  -4.588  2.388  0.563
H  0.868  1.556  -1.441
F  -3.765  7.178  -3.916
H  -2.109  8.059  -3.212
F  0.058  -8.520  -0.112
F  2.500  -2.767  -1.746
F  -0.601  -8.055  -2.691
C  0.779  4.800  -4.594
H  -1.010  1.418  0.804
F  2.014  -2.246  1.784
H  -3.016  2.260  1.276
N  0.441  1.115  -0.634
H  4.774  0.867  5.730
F  -0.411  -6.442  -0.540
H  -3.758  2.440  -1.492
C  0.033  -0.218  -0.908
C  2.680  -4.749  -0.500
H  1.403  6.481  -5.655
H  -0.091  2.826  0.397
H  -2.874  -0.567  0.601
F  4.375  -0.105  7.436

Cartesian forces (eV/Å) of the 2 atoms listed first:
-0.166 -0.117 -0.096
0.222 -0.010 0.176

Löwdin atomic charge list, values in e, 4 entries: C -0.298; H 0.074; H 0.044; C -0.025

---

# 3
This record from OMol25 describes C4H4F2N3O2S as an isolated structure in a non-equilibrium geometry. The level of theory is ωB97M-V/def2-TZVPD.

DFT total energy = -1067.47513 Eh
charge = -1
relative energy (zero: lowest compared OMol25 entry of this formula, charge and spin) = 0.5183 eV
gap between HOMO and LUMO = 8.22 eV

Atoms and positions in Å:
N  -1.110  2.152  0.758
S  -0.525  -2.397  -0.901
C  -0.373  0.621  -0.491
C  -0.329  -0.428  -1.495
N  -1.402  1.515  -0.433
F  -0.948  -0.135  -2.612
C  1.648  -0.113  1.020
H  -1.863  2.360  1.369
C  0.533  0.761  0.609
H  1.250  -1.031  1.061
H  2.380  -0.120  0.309
N  -0.016  1.719  1.353
O  -1.954  -2.617  -1.147
H  1.798  0.279  2.080
F  1.266  -0.398  -1.995
O  -0.357  -2.168  0.517

Cartesian forces (eV/Å) of the 2 atoms listed first:
0.505 -0.778 -2.111
-0.958 0.921 -1.048

Löwdin atomic charge list, values in e, 4 entries: N -0.100; S 0.703; C -0.211; C -0.381

---

# 4
This record from OMol25 describes the molecule C25H26FN5O3. The level of theory is ωB97M-V/def2-TZVPD.

DFT total energy = -1567.71479 Eh
SMILES string = O=C(Nc1ccc2nc3n(c(=O)c2c1)CCCCC3)C(=O)N1CCN(c2ccc(F)cc2)CC1
charge = 0
relative energy (zero: lowest compared OMol25 entry of this formula, charge and spin) = 0.0000 eV
gap between HOMO and LUMO = 8.08 eV

Atoms and positions in Å:
C  0.486  4.835  0.876
H  3.149  4.792  1.997
N  1.531  3.854  1.050
O  0.439  -4.562  1.173
C  -1.203  -2.858  1.044
H  -1.028  -8.094  2.639
H  -4.072  -5.942  3.188
H  -2.477  0.776  0.860
C  -3.030  -1.283  0.907
N  -3.488  -3.632  0.968
H  1.170  0.255  1.068
C  -4.184  -6.662  2.374
C  2.236  4.677  -2.209
H  0.407  5.185  -3.225
C  3.466  4.028  -2.360
O  2.395  1.781  1.067
H  -1.753  -7.138  0.313
C  0.528  5.354  -0.577
C  3.793  3.386  -3.539
H  3.842  5.761  -0.429
C  -0.297  -1.801  1.052
H  0.758  -2.025  1.109
C  1.416  2.521  1.010
H  3.551  3.646  0.701
H  4.741  2.883  -3.648
C  -0.730  -4.235  1.109
C  -0.754  -0.495  0.986
C  2.887  3.379  -4.581
H  -5.175  -7.109  2.464
H  4.181  4.003  -1.555
C  -1.330  -6.586  1.156
H  -4.092  -1.102  0.852
H  0.976  4.006  -5.300
N  -1.746  -5.196  1.088
C  -3.066  -4.845  1.025
H  -1.545  -6.541  3.292
H  0.090  6.359  -0.618
H  -0.242  -6.566  1.052
N  0.187  0.530  1.002
O  -1.032  2.460  0.826
N  1.896  5.376  -1.063
C  -3.141  -7.767  2.511
F  3.204  2.746  -5.735
C  -1.705  -7.253  2.480
C  1.348  4.663  -3.293
H  0.672  5.646  1.587
C  0.026  1.865  0.934
C  2.850  5.604  -0.008
C  -4.110  -5.919  1.034
C  2.862  4.438  1.000
H  -3.279  -8.492  1.704
H  -0.487  4.395  1.084
H  -5.058  -5.415  0.846
H  -0.066  4.687  -1.202
H  -3.933  -6.632  0.226
C  -2.133  -0.244  0.913
C  1.664  4.014  -4.469
H  2.557  6.531  0.497
H  -3.306  -8.292  3.454
C  -2.584  -2.609  0.973

Cartesian forces (eV/Å) of the 2 atoms listed first:
-0.505 0.273 -0.152
0.039 -0.031 -0.042

Löwdin atomic charge list, values in e, 4 entries: C -0.113; H 0.132; N -0.023; O 0.072

---

The lowest charge belongs to which entry?
C4H4F2N3O2S

---

Which value of DFT total energy does entry 1 give?
-366.14053 Eh

---

The lowest gap between HOMO and LUMO belongs to which entry?
C2HFLi2O2Rb